*P*
ORCA calculation (the ωB97M-V functional and the def2-TZVPD basis) on 2 unconnected molecules or ions with the total composition C2H2ClN3O.

The orbital gap (spin up / spin down) comes out at 8.87 / 8.83 eV. The lowest unoccupied orbital energy (spin up / spin down) comes out at -1.40 / -1.66 eV. For the highest occupied orbital energy (spin up / spin down), the calculation gives -10.3 / -10.5 eV.

Geometry as ORCA input:
```
! RIJCOSX wB97M-V def2-TZVPD def2/J DEFGRID3
* xyz 0 1
C 1.25787 -0.73224 -0.19100
C 0.13551 -0.05875 0.26515
N 1.79523 -1.30751 0.83922
N -0.01071 -0.24900 1.50596
N -1.69805 0.90288 -1.21322
O 1.08114 -0.97128 1.94000
Cl -3.05227 1.38297 -0.36998
H 1.60729 -0.64563 -1.18517
H -1.11602 1.67857 -1.59097
*
```

=====

*Q*
ORCA calculation (the ωB97M-V functional and the def2-TZVPD basis) on 2 unconnected molecules or ions with the total composition C2H2ClN3O.

The orbital gap (spin up / spin down) comes out at 8.05 / 7.09 eV. The lowest unoccupied orbital energy (spin up / spin down) comes out at -2.32 / -3.20 eV. For the highest occupied orbital energy (spin up / spin down), the calculation gives -10.4 / -10.3 eV.

Geometry as ORCA input:
```
! RIJCOSX wB97M-V def2-TZVPD def2/J DEFGRID3
* xyz 0 1
C -0.09185 1.50455 0.41697
C -0.83700 -0.12046 -0.74255
N -0.96840 1.17345 -0.53034
N 0.70711 0.50892 0.69756
N 0.22016 -0.46219 -0.04379
O 1.21001 -2.27257 0.17063
Cl -1.83260 -1.09440 -1.62741
H -0.04805 2.47034 0.90219
H 1.64060 -1.70764 0.75674
*
```

=====

It turns out *Q* is the most stable, with the second structure 2.457 eV higher.